C20H9Cl3N2O7PdS2 | ωB97M-V/def2-TZVPD

Summary:
E_tot: -100919.6049 eV
LUMO (alpha / beta): 3.592 / 3.590 eV
Orbital gap (alpha / beta): 6.29 / 6.29 eV
Total charge: -2

Each line ends with the Mulliken charge.
Atoms and positions in Å:
Pd 0.849 0.081 -0.139  0.187
Cl 6.477 5.204 -0.013  -0.289
C 4.926 4.393 -0.101  0.542
C 4.843 3.034 0.146  -0.860
C 3.615 2.409 0.073  0.847
Cl 3.552 0.696 0.388  -0.166
C 2.388 3.064 -0.252  -0.394
O 1.269 2.492 -0.326  -0.573
C 2.575 4.464 -0.494  0.328
Cl 1.159 5.390 -0.908  -0.248
C 3.788 5.115 -0.423  -0.775
H 5.726 2.461 0.394  0.396
H 3.843 6.177 -0.618  0.392
O -6.095 0.984 0.049  -0.745
C -5.346 0.912 1.044  0.435
O -5.610 0.937 2.258  -0.722
C -3.833 0.774 0.703  0.340
C -3.409 0.762 -0.618  -0.783
C -2.072 0.585 -0.916  -0.802
N -1.164 0.421 0.045  0.438
C -1.541 0.479 1.335  0.144
C -2.863 0.650 1.692  -0.636
C -0.421 0.340 2.364  0.801
O -0.660 0.409 3.550  -0.701
O 0.759 0.122 1.858  -0.535
H -4.150 0.880 -1.398  0.464
H -1.697 0.554 -1.930  0.725
H -3.140 0.680 2.736  0.591
O 2.697 -4.571 -0.583  -0.691
S 1.952 -3.536 0.089  1.200
O 2.185 -3.352 1.492  -0.631
N 2.095 -2.124 -0.738  -0.418
C 0.971 -1.801 -1.350  0.322
S 0.896 -0.449 -2.429  -0.322
C -0.163 -2.745 -1.111  0.665
C -1.467 -2.680 -1.571  -0.306
C -2.364 -3.648 -1.139  -0.658
C -1.963 -4.663 -0.276  -0.420
C -0.649 -4.738 0.172  -0.655
C 0.225 -3.766 -0.263  -0.111
H -1.772 -1.881 -2.233  0.430
H -3.397 -3.597 -1.461  0.397
H -2.687 -5.396 0.059  0.375
H -0.325 -5.520 0.845  0.422



C36H72BrN4O4 | ωB97M-V/def2-TZVPD

Summary:
E_tot: -122655.4719 eV
LUMO: -8.774 eV
Orbital gap: 4.48 eV
Total charge: +3

Each line ends with the Mulliken charge.
Atoms and positions in Å:
C -5.377 -2.382 -5.612  -1.475
C -5.812 -1.151 -4.754  1.143
C -6.596 -1.578 -3.456  -1.214
C -5.812 -2.237 -2.357  -0.636
C -4.702 -1.287 -1.932  -1.145
C -3.784 -0.908 -3.107  1.134
N -4.552 -0.454 -4.278  0.873
O -4.010 0.369 -5.112  -0.327
C -2.898 -2.138 -3.502  -1.879
C -2.760 0.195 -2.643  -1.419
C -6.620 -0.106 -5.501  -1.630
H -4.853 -2.008 -6.465  0.480
H -6.294 -2.765 -5.976  0.455
H -4.773 -3.140 -5.138  0.269
H -7.407 -2.136 -3.913  0.512
H -7.022 -0.635 -3.129  0.509
H -5.379 -3.191 -2.636  0.382
H -6.464 -2.465 -1.518  0.392
H -4.110 -1.714 -1.104  0.420
H -5.157 -0.353 -1.547  0.413
H -2.218 -1.830 -4.276  0.473
H -3.450 -2.996 -3.787  0.407
H -2.317 -2.263 -2.613  0.500
H -2.252 0.628 -3.513  0.428
H -2.040 -0.222 -1.908  0.191
H -3.386 0.982 -2.210  0.449
H -7.697 -0.444 -5.556  0.377
H -6.341 0.074 -6.538  0.376
H -6.543 0.811 -4.969  0.483
C -0.248 -0.398 8.640  -1.553
C -0.938 -0.460 7.265  0.989
C -0.681 0.979 6.676  -0.878
C -0.725 1.005 5.162  -0.579
C 0.112 -0.010 4.471  -0.929
C -0.366 -1.477 4.860  1.282
N -0.179 -1.462 6.464  0.850
O 0.532 -2.138 6.972  -0.394
C 0.542 -2.527 4.268  -1.805
C -1.823 -1.692 4.493  -1.601
C -2.436 -0.968 7.343  -1.605
H 0.838 -0.181 8.562  0.446
H -0.405 -1.331 9.222  0.400
H -0.825 0.412 9.149  0.418
H 0.307 1.364 6.967  0.439
H -1.534 1.589 7.005  0.358
H -0.372 2.030 4.886  0.368
H -1.763 1.039 4.794  0.346
H 1.106 0.003 4.845  0.501
H -0.042 0.098 3.388  0.266
H 0.557 -2.293 3.219  0.412
H 0.185 -3.519 4.544  0.450
H 1.479 -2.346 4.762  0.475
H -1.807 -1.923 3.398  0.341
H -2.483 -0.870 4.640  0.331
H -2.182 -2.639 4.966  0.409
H -2.903 -0.610 8.206  0.485
H -2.454 -2.071 7.341  0.309
H -2.943 -0.586 6.510  0.409
C 4.844 8.628 -2.610  -1.574
C 3.780 8.125 -1.593  1.161
C 2.958 6.992 -2.096  -1.113
C 1.954 6.363 -1.234  0.058
C 1.471 4.885 -1.467  -1.234
C 3.648 6.557 0.415  0.357
N 4.355 7.409 -0.377  0.844
O 5.628 7.576 -0.129  -0.380
C 4.165 5.173 0.587  -1.504
C 2.721 6.950 1.681  -1.247
C 3.096 9.376 -1.206  -1.481
H 4.217 8.710 -3.474  0.484
H 5.660 7.918 -2.904  0.372
H 5.411 9.529 -2.325  0.372
H 3.472 6.205 -2.675  0.364
H 2.235 7.402 -2.856  0.531
H 0.643 4.528 -2.274  0.292
H 1.391 7.089 -0.629  0.486
H 2.446 4.378 -1.651  0.276
H 1.198 4.437 -0.517  0.348
H 3.505 4.498 1.117  0.428
H 5.099 5.210 1.059  0.382
H 4.263 4.792 -0.403  0.450
H 1.878 7.555 1.415  0.376
H 3.353 7.585 2.313  0.387
H 2.353 5.962 2.033  0.350
H 2.820 9.888 -2.125  0.408
H 3.878 9.940 -0.681  0.454
H 2.202 9.352 -0.623  0.352
C 3.068 -2.972 -1.886  -1.529
C 1.994 -4.095 -2.310  1.238
C 2.741 -5.163 -3.143  -1.204
C 3.650 -6.123 -2.375  -0.675
C 2.764 -6.788 -1.329  -1.107
C 2.131 -5.732 -0.298  1.251
N 1.367 -4.669 -1.085  1.021
O 0.292 -4.424 -0.811  -0.345
C 3.203 -5.081 0.511  -1.556
C 1.155 -6.349 0.660  -1.735
C 0.827 -3.520 -3.153  -2.107
H 2.820 -2.255 -1.091  0.302
H 3.253 -2.359 -2.787  0.433
H 4.053 -3.433 -1.708  0.422
H 3.171 -4.653 -3.997  0.434
H 1.866 -5.659 -3.590  0.545
H 4.523 -5.718 -1.869  0.396
H 4.017 -6.931 -3.002  0.408
H 3.458 -7.264 -0.648  0.413
H 2.048 -7.546 -1.647  0.413
H 3.456 -5.723 1.367  0.446
H 3.024 -4.029 0.790  0.286
H 4.188 -5.018 0.012  0.341
H 1.700 -7.227 1.001  0.498
H 0.280 -6.689 0.041  0.425
H 0.815 -5.644 1.401  0.373
H 0.035 -4.289 -3.170  0.536
H 1.189 -3.588 -4.142  0.533
H 0.621 -2.531 -2.821  0.496
Br -0.275 -1.218 0.339  -0.837



C11H15N3 | ωB97M-V/def2-TZVPD

Summary:
E_tot: -16118.6508 eV
LUMO: 0.752 eV
Orbital gap: 8.89 eV

Each line ends with the Mulliken charge.
Atoms and positions in Å:
C 0.385 2.579 -0.062  -1.369
C 0.209 1.198 -0.657  0.786
C 1.424 0.417 -0.238  -0.162
C 3.316 -0.151 0.620  -0.526
C 2.650 -1.434 0.267  -0.589
C 0.511 -1.842 -0.831  -0.816
C -1.056 0.435 -0.345  -0.427
C -1.206 0.209 1.015  0.172
C -2.399 -0.288 1.463  -0.501
C -3.450 -0.574 0.655  -0.272
C -2.169 0.122 -1.120  -0.018
H 0.423 2.571 1.041  0.214
H -0.531 3.110 -0.380  0.434
H 1.373 2.922 -0.476  0.385
H 0.240 1.252 -1.810  0.362
H 4.263 0.000 0.132  0.336
H 3.490 -0.153 1.740  0.222
H 3.368 -2.149 -0.198  0.295
H 2.280 -1.971 1.182  0.347
H -0.448 -1.677 -0.182  0.225
H 0.152 -1.710 -1.860  0.252
H 0.791 -2.865 -0.658  0.442
H -0.344 0.314 1.722  0.263
H -2.574 -0.620 2.519  0.269
H -4.382 -1.024 0.892  0.471
H -2.058 -0.134 -2.194  0.346
N 2.458 0.989 0.206  -0.577
N 1.506 -0.947 -0.452  0.068
N -3.298 -0.315 -0.622  -0.631



C4H12N2 | ωB97M-V/def2-TZVPD

Summary:
E_tot: -7319.0698 eV
Spin multiplicity: 2
LUMO (alpha / beta): 3.338 / 3.254 eV
Orbital gap (alpha / beta): 2.14 / 8.01 eV
Total charge: -1

Each line ends with the Mulliken charge.
Atoms and positions in Å:
C 1.786 3.753 1.331  -1.077
N 1.671 2.918 0.177  -0.259
C 2.428 1.709 0.398  -1.262
H 2.744 4.267 1.352  0.312
H 1.598 3.247 2.332  0.296
H 1.004 4.527 1.391  0.409
H 0.747 2.874 -0.205  0.318
H 1.883 0.721 0.783  0.292
H 2.957 1.179 -0.440  0.425
H 3.330 1.844 1.052  0.318
C -1.829 -3.390 -0.245  -1.346
C -3.448 -3.513 -1.934  -0.766
N -3.035 -3.988 -0.799  -0.344
H -1.376 -4.083 0.449  0.420
H -1.109 -3.123 -1.049  0.242
H -2.073 -2.542 0.408  0.368
H -4.423 -3.537 -2.440  0.350
H -2.853 -2.861 -2.562  0.302



> What is the formula in the first record?

C20H9Cl3N2O7PdS2



> Number 3 is which compound?

C11H15N3



> Which of these has the lowest E_tot?

C36H72BrN4O4